Arrangement 1

Computed, not measured: a single C3H10N2O molecule, with ωB97M-V/def2-TZVPD.

Each line ends with the Löwdin charge.
Atoms and positions in Å:
1 N -0.9182 0.6481 0.1635  -0.09
2 C 0.5490 0.9583 -0.0402  -0.24
3 H 2.2963 0.5323 -1.1745  0.13
4 C 1.2462 0.0932 -1.0628  -0.31
5 H -1.3397 0.4824 -0.7924  0.13
6 H 0.5212 -1.8409 -0.8898  0.06
7 N 1.4247 -1.3654 -0.8040  0.01
8 H -2.8447 0.7830 1.2964  0.05
9 H 0.7649 0.2564 -2.0212  0.09
10 C -1.1848 -0.3049 1.2220  -0.24
11 H -1.2102 -1.4113 1.0733  0.12
12 H 0.9934 0.6895 0.9810  0.11
13 O -2.5585 0.0321 1.8345  -0.13
14 H -0.4774 0.1014 2.0703  0.14
15 H 0.8737 2.0907 -0.2972  0.15
16 H 1.8640 -1.7448 -1.5589  0.01

Calculated values
- total charge = 0
- SMILES = NCCNCO
- highest occupied orbital energy (hartree) = -0.3471


Arrangement 2

Computed, not measured: 2 unconnected molecules or ions with the total composition C3H10N2O, with ωB97M-V/def2-TZVPD.

Each line ends with the Löwdin charge.
Atoms and positions in Å:
1 N 0.6061 2.6761 1.0241  -0.02
2 H -0.8084 -2.2096 0.3912  0.11
3 H 0.8139 1.8625 1.6016  0.05
4 H -0.4854 1.2876 -1.0213  0.05
5 C 0.0660 -2.5439 -0.1429  -0.28
6 H -0.5395 2.8477 -1.3922  0.06
7 H 1.5223 -2.0866 -1.2227  0.09
8 H -1.2162 1.6974 1.1566  0.10
9 H 1.2409 2.4440 0.2607  0.05
10 H -0.3886 -4.3513 0.4766  0.04
11 O 0.8181 -1.5981 -0.7808  -0.01
12 C -0.8001 2.5106 0.5582  -0.37
13 C 0.3272 -3.8483 -0.1339  0.00
14 H -1.3095 3.4311 0.7318  0.08
15 N -1.0093 2.1397 -0.8301  -0.01
16 H 1.1626 -4.2590 -0.6769  0.06

Calculated values
- total charge = 0
- SMILES = C=CO.NCN
- highest occupied orbital energy (hartree) = -0.3388


Arrangement 3

Computed, not measured: 2 unconnected molecules or ions with the total composition C3H10N2O, with ωB97M-V/def2-TZVPD.

Each line ends with the Löwdin charge.
Atoms and positions in Å:
1 H 0.7819 0.7330 2.0348  0.01
2 C -0.0013 -0.0954 -0.9319  -0.49
3 H -0.5003 -0.5511 2.1931  0.02
4 C 0.7047 -0.8645 0.1359  -0.21
5 H -0.8981 1.1522 1.9815  0.02
6 C -0.1888 0.3712 1.7182  0.02
7 H 0.4186 1.4137 -2.2392  0.07
8 O 0.0438 -2.1043 0.3875  -0.09
9 H -1.2855 1.5885 -0.5177  0.10
10 H -0.4894 -0.7132 -1.7042  0.14
11 H -1.8533 -0.0175 -0.0176  0.10
12 H 1.3817 1.3863 -0.9089  0.08
13 N -1.0958 0.6243 -0.2428  0.00
14 N 0.9037 0.8067 -1.5887  0.04
15 H 0.2990 -2.7384 -0.3021  0.09
16 H 1.7793 -0.9915 0.0020  0.11

Calculated values
- total charge = 0
- highest occupied orbital energy (hartree) = -0.2656


Least stable structure: arrangement 3


Arrangement 1

Computed, not measured: 2 unconnected molecules or ions with the total composition C3H2Br2O, with ωB97M-V/def2-TZVPD.

Each line ends with the Löwdin charge.
Atoms and positions in Å:
1 C -0.0556 -0.4583 0.3775  -0.55
2 H 1.1342 1.0718 -0.6780  0.15
3 Br 0.9662 -1.9037 -0.1377  0.84
4 C -0.6226 1.8019 0.2692  -0.11
5 O -1.5508 2.4010 0.5568  0.31
6 C 0.3017 0.8815 0.0757  -0.15
7 H -1.0478 -0.5032 0.6880  -0.05
8 Br -3.3329 -1.2790 -0.7024  -0.44

Calculated values
- total charge = 0
- highest occupied orbital energy (alpha / beta) (hartree) = -0.3046 / -0.2759


Arrangement 2

Computed, not measured: 2 unconnected molecules or ions with the total composition C3H2Br2O, with ωB97M-V/def2-TZVPD.

Each line ends with the Löwdin charge.
Atoms and positions in Å:
1 O -2.8879 -1.8745 -1.8266  0.23
2 C -2.0733 -1.2407 -1.3373  -0.36
3 C -0.7371 0.6109 -0.5029  0.09
4 H -1.6168 0.7548 0.2093  0.00
5 H 0.0667 1.1829 -0.6375  0.04
6 C -0.9711 -0.4534 -1.3113  -0.67
7 Br 0.0845 -0.9694 -2.8858  0.77
8 Br -2.8467 -0.9659 1.4025  -0.11

Calculated values
- total charge = 0
- highest occupied orbital energy (hartree) = -0.3274


Least stable structure: arrangement 1


Arrangement 1

Computed, not measured: 2 unconnected molecules or ions with the total composition C8H14, with ωB97M-V/def2-TZVPD.

Each line ends with the Löwdin charge.
Atoms and positions in Å:
1 H 1.0574 -2.0661 0.2900  0.07
2 C -1.7932 0.6924 -1.1878  0.03
3 H 2.5582 -0.9552 -0.8892  0.13
4 C 0.2622 -0.2350 0.9673  -0.17
5 C -2.2884 -0.1041 -0.3050  -0.17
6 H 0.9852 -0.3928 -1.7602  0.09
7 H 0.7324 2.4501 -0.4937  0.04
8 C 0.2530 -1.7306 0.9777  -0.08
9 H 2.3554 2.1671 0.2330  0.10
10 C 1.1269 0.4584 0.2429  -0.39
11 H -3.6309 -0.5510 1.2000  0.03
12 C 1.7510 -0.0916 -1.0092  -0.09
13 C 1.2586 1.9517 0.2257  -0.07
14 H -2.2779 1.2951 -1.8202  0.03
15 H 0.5204 -2.1568 1.9130  0.06
16 H -3.2170 -1.8599 0.0082  0.07
17 H 2.1211 0.7909 -1.4650  0.04
18 H -0.6342 -2.2103 0.5176  0.07
19 C -3.0810 -0.8641 0.4033  0.01
20 H 0.7584 2.2958 1.1681  0.10
21 H -0.0366 0.2695 1.8217  0.09
22 H -0.7442 0.5913 -1.2817  0.02

Calculated values
- total charge = 0
- SMILES = CC=C(C)C.C=C=C
- highest occupied orbital energy (hartree) = -0.3264


Arrangement 2

Computed, not measured: a single C8H14 molecule, with ωB97M-V/def2-TZVPD.

Each line ends with the Löwdin charge.
Atoms and positions in Å:
1 H -1.5227 -3.0031 0.1018  0.04
2 C -0.4960 0.0962 -0.7758  -0.27
3 H 3.7545 0.0901 0.1382  0.07
4 H 3.0346 -1.4623 0.3391  0.07
5 C -1.3244 -1.9508 0.2490  -0.02
6 C 0.9720 0.1591 -0.6174  -0.16
7 C -1.3755 -1.0682 -0.7835  -0.18
8 H -1.8960 -1.2968 -1.7284  0.11
9 H 1.3686 -0.7162 -1.1505  0.12
10 H 3.4587 -0.7077 1.7084  0.07
11 H -1.6616 -1.5610 1.2069  0.06
12 H -1.0986 1.5573 1.4199  0.07
13 H 1.4207 0.8042 1.5368  0.10
14 H 1.4374 1.0093 -1.1202  0.12
15 C 3.0238 -0.4373 0.7467  -0.13
16 C -1.4629 1.0531 -0.6126  -0.09
17 H -0.9124 2.9408 0.4048  0.08
18 C -1.5034 2.0283 0.5316  -0.07
19 H -2.5071 2.3513 0.8086  0.07
20 H 1.0337 -0.8650 1.1516  0.09
21 H -2.3547 1.0348 -1.2377  0.11
22 C 1.5745 0.0197 0.7980  -0.25

Calculated values
- total charge = 0
- SMILES = C=C/C(=C/C)CCC
- highest occupied orbital energy (hartree) = -0.2713


Arrangement 3

Computed, not measured: a single C8H14 molecule, with ωB97M-V/def2-TZVPD.

Each line ends with the Löwdin charge.
Atoms and positions in Å:
1 H -2.3132 0.3231 -0.0021  0.11
2 C 2.0163 0.1252 0.2218  -0.10
3 H 0.5506 -1.3257 -1.7413  0.09
4 H 3.8271 -0.1189 -0.7662  0.05
5 H -1.8213 2.6073 0.7709  0.07
6 C 0.8800 -0.1922 0.7902  -0.10
7 C -0.3644 -0.6050 0.0623  -0.56
8 H -0.9499 -2.0026 1.6152  0.08
9 H -0.1105 2.2201 0.8987  0.07
10 H -1.1281 -0.7898 -1.9455  0.09
11 C -0.8142 -1.9850 0.5352  -0.05
12 H -1.6102 0.3180 1.6001  0.11
13 H -1.7584 -2.2551 0.0650  0.08
14 H 3.1404 1.5800 -0.7625  0.06
15 C 3.0150 0.5399 -0.4949  0.00
16 H 0.8264 -0.2354 1.8722  0.12
17 C -0.1842 -0.5765 -1.4475  -0.05
18 H -0.9007 2.2263 -0.6827  0.07
19 C -1.3868 0.5084 0.5477  -0.21
20 H -0.0641 -2.7319 0.2779  0.09
21 H 0.1793 0.3915 -1.7824  0.08
22 C -1.0292 1.9784 0.3678  -0.10

Calculated values
- total charge = 0
- SMILES = C=C=CC(C)(C)CC
- highest occupied orbital energy (hartree) = -0.3407


Arrangement 4

Computed, not measured: a single C8H14 molecule, with ωB97M-V/def2-TZVPD.

Each line ends with the Löwdin charge.
Atoms and positions in Å:
1 H 2.8770 1.4328 0.3299  0.06
2 H -2.6914 0.6358 1.3935  0.07
3 H -2.5078 0.3066 -1.4564  0.08
4 C -1.0065 0.2734 0.1954  -0.43
5 H 2.8620 -0.2927 0.3431  0.08
6 C -1.9374 -0.1309 1.3055  -0.05
7 C 0.2431 -0.4053 -0.0622  -0.30
8 H -0.4397 -2.3454 0.1667  0.04
9 H 3.2600 0.4993 -1.1211  0.07
10 H 0.5825 1.1145 1.7921  0.15
11 H -0.9223 0.9500 -1.7896  0.05
12 H 1.2184 -2.4407 0.6607  0.08
13 H -2.5618 -1.0320 1.1634  0.08
14 C 2.6176 0.5810 -0.2489  -0.05
15 H -1.4659 -0.4008 2.2632  0.09
16 H 0.7967 1.1780 -1.4482  0.10
17 H -2.1030 1.9214 -0.6603  0.09
18 H 1.0695 -2.2037 -0.9685  0.08
19 C 1.1283 0.7604 -0.5189  -0.24
20 C -1.7126 0.9531 -1.0496  -0.02
21 C 0.3482 0.8893 0.7322  -0.04
22 C 0.5022 -1.9463 -0.0520  0.00

Calculated values
- total charge = 0
- SMILES = C[C@@H]1[C@H]2C(C)(C)[C@@]12C
- highest occupied orbital energy (hartree) = -0.3113


Least stable structure: arrangement 2


Arrangement 1

Computed, not measured: a single C8H16O molecule, with ωB97M-V/def2-TZVPD.

Each line ends with the Löwdin charge.
Atoms and positions in Å:
1 H -1.3211 2.4846 2.6031  0.08
2 C 0.5615 1.0543 -0.5485  -0.11
3 H 1.2767 -2.8624 -2.1126  0.12
4 C 1.2934 -0.0285 -1.0529  -0.09
5 C 2.6176 -3.3324 -0.4898  -0.08
6 H 2.6992 -1.7280 -1.8816  0.10
7 H 0.9447 2.0561 -0.9579  0.13
8 H -2.2544 1.3862 -1.2107  0.07
9 H -0.4001 -0.0443 1.0476  0.14
10 H -3.5636 1.5248 -0.0840  0.08
11 C -1.5878 1.7350 0.6319  -0.48
12 C -2.5673 1.1154 -0.2364  -0.09
13 H -2.8898 2.6463 2.0409  0.04
14 C 1.9464 -2.3639 -1.4136  -0.25
15 C -0.2077 1.0133 0.6894  -0.21
16 H -2.6441 0.0326 -0.1177  0.10
17 H 2.0011 0.1025 -1.8541  0.09
18 H -2.4065 1.0642 2.5245  0.09
19 O 1.1863 -1.4011 -0.6191  -0.14
20 H -1.3350 2.8081 0.3680  0.15
21 H 1.8958 -3.5018 0.3502  0.10
22 C -2.1061 1.9832 2.0285  -0.09
23 H 3.5486 -3.0219 -0.1022  0.05
24 H 2.8848 -4.2847 -1.0214  0.09
25 H 0.4275 1.5625 1.4183  0.12

Calculated values
- total charge = 0
- SMILES = CCO/C=C\CC(C)C
- highest occupied orbital energy (hartree) = -0.3057


Arrangement 2

Computed, not measured: a single C8H16O molecule, with ωB97M-V/def2-TZVPD.

Each line ends with the Löwdin charge.
Atoms and positions in Å:
1 H -0.9508 -0.8947 -2.4122  0.08
2 C -0.8114 2.0948 1.5214  -0.16
3 H -0.1939 -2.4876 -2.4460  0.08
4 C 1.3362 1.5358 -0.8025  -0.07
5 H 1.2966 1.4774 -1.8950  0.08
6 C -0.5449 0.4637 0.6707  -0.17
7 C 0.6710 -1.1322 -0.9871  -0.32
8 H 1.7109 -2.9981 -0.6012  0.08
9 H -2.5019 -0.3245 0.9435  0.09
10 H -1.2545 -1.5618 1.0049  0.05
11 H -0.5607 1.9030 2.5658  0.09
12 H -1.2913 -2.0826 -1.1418  0.06
13 H 0.5889 -2.5515 0.6729  0.06
14 H 2.3624 1.3296 -0.4840  0.09
15 H 1.0912 2.5714 -0.5722  0.06
16 O -0.1242 3.2574 1.1398  -0.09
17 C 1.3026 -2.1399 -0.0465  -0.10
18 C -0.5053 -1.6690 -1.7800  -0.10
19 H -1.4472 -0.4709 2.3571  0.08
20 H -1.8923 2.2442 1.4456  0.09
21 H 1.4410 -0.8328 -1.7058  0.10
22 H 2.1337 -1.6989 0.5122  0.08
23 C -1.4760 -0.5290 1.2650  -0.07
24 C 0.4039 0.5493 -0.1993  -0.15
25 H -0.7839 3.9469 0.9747  0.09

Calculated values
- total charge = 0
- SMILES = C/C(CO)=C(/C)C(C)C
- highest occupied orbital energy (hartree) = -0.3030


Least stable structure: arrangement 2